DFT (wB97M-V/def2-TZVPD) results for a structure of composition C10H23BClInNdO2 at a distorted geometry.

```
! RIJCOSX wB97M-V def2-TZVPD def2/J DEFGRID3
* xyz -1 4
Nd -0.065 0.611 -1.186
Cl -0.706 3.035 -1.507
C -2.340 0.059 -0.820
H -2.553 -0.560 0.060
H -2.690 -0.509 -1.698
H -2.953 0.968 -0.749
In 0.467 -0.379 -4.995
C 2.218 0.918 -5.090
C -1.209 0.102 -6.272
C 0.141 -1.252 -3.051
H -1.846 -0.782 -6.394
H -1.793 0.906 -5.812
H -0.847 0.419 -7.252
H 3.073 0.368 -4.685
H 2.411 1.184 -6.134
H 2.029 1.820 -4.489
H -0.752 -1.913 -3.067
H 0.987 -1.867 -2.670
C -0.599 -1.361 4.197
C -0.412 -0.540 2.956
C -1.531 0.511 2.897
O -0.559 -1.462 1.871
B 0.250 -0.917 0.957
O 1.090 0.146 1.240
C 1.016 0.076 2.710
C 1.265 1.452 3.251
C 2.115 -0.850 3.214
H -1.580 -1.843 4.158
H -0.571 -0.705 5.069
H 0.158 -2.139 4.307
H -2.496 0.009 2.735
H -1.578 1.037 3.861
H -1.416 1.273 2.105
H 1.137 1.456 4.340
H 2.300 1.745 3.042
H 0.599 2.203 2.816
H 2.060 -1.874 2.824
H 3.099 -0.441 2.955
H 2.081 -0.903 4.310
*
```

The HOMO-LUMO gap (spin up / spin down) is 5.2997 / 5.2963 eV. The calculation puts the total energy at -48487.6084 eV. Its molar mass is 480.6 g mol⁻¹.


DFT (wB97M-V/def2-TZVPD) results for a cluster of 2 separate species, C10H23N2 in total at a distorted geometry.

```
! RIJCOSX wB97M-V def2-TZVPD def2/J DEFGRID3
* xyz 1 1
C -1.723 -3.152 0.544
C -0.775 -1.299 -2.013
C 0.505 0.592 -3.276
C -1.309 0.493 0.652
C 0.953 0.642 2.841
C 2.452 1.403 0.960
C 0.566 2.786 1.623
C -0.321 0.199 -2.070
C 0.030 0.778 0.440
C 1.050 1.317 1.445
N -2.292 -4.242 0.029
N 0.382 0.420 -0.820
H -0.651 -2.999 0.535
H -0.049 -1.804 -1.523
H -1.680 -1.532 -1.603
H -0.849 -1.653 -2.993
H 0.005 1.124 -4.047
H 0.983 -0.149 -3.827
H 1.239 1.269 -2.987
H -1.962 0.602 -0.252
H -2.325 -2.325 0.970
H -1.881 0.879 1.473
H 1.438 1.100 3.582
H 1.196 -0.442 2.731
H -0.073 0.545 3.139
H 3.005 0.411 1.276
H 2.526 1.700 -0.073
H 2.973 2.210 1.438
H 1.374 3.399 1.914
H -0.182 2.976 2.370
H 0.164 2.941 0.595
H -1.297 0.743 -2.078
H -1.534 -5.095 0.096
H -3.313 -4.406 -0.178
H 1.375 0.567 -0.912
*
```

The HOMO-LUMO gap is 4.7826 eV. The calculation puts the total energy at -13712.3762 eV. Its molar mass is 171.3 g mol⁻¹.


DFT (wB97M-V/def2-TZVPD) results for a cluster of 2 separate species, C10H23N3S in total at a distorted geometry.

```
! RIJCOSX wB97M-V def2-TZVPD def2/J DEFGRID3
* xyz 0 1
C -3.554 -1.403 0.479
C -3.718 -0.131 0.176
C -4.964 0.671 0.590
C 4.695 0.296 -1.157
C 2.706 -0.135 1.886
C 2.506 -1.582 -0.121
C -1.034 -0.560 -1.734
C -2.664 0.817 -0.543
C 3.400 0.754 -0.407
C 2.782 -0.261 0.520
N -0.651 0.852 1.727
N 0.302 2.283 -0.191
N -1.380 0.153 -0.545
S 0.038 0.796 0.144
H -2.609 -1.940 0.293
H -4.406 -1.951 0.866
H -5.581 0.067 1.177
H -4.529 1.689 1.003
H -5.688 1.020 -0.237
H 5.360 -0.086 -0.426
H 5.383 1.177 -1.556
H 4.365 -0.306 -2.033
H -0.022 1.137 2.548
H 2.069 -0.821 2.388
H 2.904 0.785 2.378
H 1.939 -2.214 0.558
H 3.514 -1.870 -0.328
H 1.921 -1.419 -1.008
H -0.401 -1.311 -1.556
H -1.913 -1.007 -2.200
H -0.612 0.188 -2.428
H -3.153 1.055 -1.490
H -2.599 1.709 0.016
H 2.716 0.998 -1.134
H 3.702 1.791 0.035
H -1.169 0.090 2.070
H -0.412 3.038 0.159
*
```

The HOMO-LUMO gap is 9.2956 eV. The calculation puts the total energy at -26043.6909 eV. Its molar mass is 217.4 g mol⁻¹.


DFT (wB97M-V/def2-TZVPD) results for an isolated molecule of C10H23NSi at a distorted geometry.

```
! RIJCOSX wB97M-V def2-TZVPD def2/J DEFGRID3
* xyz 0 1
C 0.448 -1.571 -2.531
C -0.407 -0.737 -1.977
Si -0.365 0.000 -0.250
N 1.400 -0.659 0.639
C 2.647 0.014 0.384
C 3.780 -0.861 0.984
C -1.651 -0.882 0.829
C -1.750 -2.376 0.808
C -3.142 -0.403 0.508
C -0.579 1.889 -0.356
C 0.411 2.497 -1.442
C -0.574 2.521 1.106
H 0.431 -1.742 -3.569
H 0.959 -2.120 -1.822
H -0.939 -0.197 -2.625
H 1.398 -0.716 1.634
H 2.613 0.995 0.793
H 2.620 0.240 -0.724
H 3.340 -1.814 1.076
H 4.479 -0.945 0.212
H 4.118 -0.477 2.040
H -1.563 -0.668 1.817
H -1.549 -2.842 -0.137
H -0.992 -2.807 1.474
H -2.660 -2.822 0.952
H -3.181 -0.204 -0.495
H -3.542 0.362 1.044
H -3.912 -1.225 0.739
H -1.662 1.938 -0.580
H 1.364 2.329 -1.086
H 0.133 1.834 -2.187
H 0.014 3.556 -1.564
H 0.389 2.268 1.594
H -1.475 1.995 1.476
H -0.600 3.632 1.238
*
```

The HOMO-LUMO gap is 9.1098 eV. The calculation puts the total energy at -20107.4777 eV. As for the structure (SMILES): C=C[Si](NCC)(C(C)C)C(C)C. Its molar mass is 185.4 g mol⁻¹.